21
Properties=species:S:1:pos:R:3:forces:R:3:mulliken_spin:R:1 method="wB97M-V/def2-TZVPD" lumo_ev="-2.962 / -7.790" s_squared=0.754 total_charge=+1 spin_multiplicity=2 orbital_gap_ev="10.6 / 5.8" molar_mass_g_mol=102.2 max_force_ev_per_a=2.37 relative_energy_kj_mol=48.9
N -2.4003 -1.2194 -1.1987 0.0 -0.1 0.5 0.001
C -1.5805 -0.4903 -0.2357 -0.3 0.6 -0.1 -0.001
C -1.7809 -0.8940 1.2248 0.0 0.1 -0.3 0.005
C -0.1232 -0.6170 -0.6867 -0.2 -0.4 1.5 0.044
N 0.6874 0.4199 -0.0838 -0.2 0.9 -2.2 0.780
C 2.0617 0.6433 -0.4033 1.3 0.1 1.1 0.029
C 2.6731 1.6708 0.5668 -0.4 0.1 0.0 0.033
H -3.3324 -0.8223 -1.2423 0.1 0.1 -0.1 0.000
H -2.5306 -2.1571 -0.8261 0.0 -0.1 -0.3 0.000
H -1.8200 0.5828 -0.2934 -0.2 -0.1 -0.3 -0.002
H -1.1338 -0.2911 1.8631 0.1 -0.2 0.2 -0.003
H -1.5730 -1.9573 1.3597 0.1 0.0 0.1 0.002
H -2.8098 -0.6957 1.5304 0.1 -0.1 -0.1 0.000
H 0.2631 -1.5762 -0.3300 0.3 -0.1 -0.5 0.019
H -0.0448 -0.5058 -1.7741 0.1 -0.1 -0.1 0.054
H 0.2025 1.3259 -0.0644 -0.2 -0.2 0.8 -0.025
H 2.1364 1.0576 -1.4163 -0.4 0.0 -0.2 0.058
H 2.6414 -0.2760 -0.4138 -0.2 -0.3 0.0 0.011
H 2.6636 1.2946 1.5861 -0.1 0.0 0.1 0.000
H 3.7021 1.9053 0.3176 0.1 -0.1 -0.2 -0.003
H 2.0981 2.6021 0.5202 0.1 -0.1 0.1 -0.002